(1)
14
Properties=species:S:1:pos:R:3:forces:R:3 method="wB97M-V/def2-TZVPD" lumo_energy_ev=1.1 gap_ev=10.47 de_lowest_kj_mol=324.0 total_charge=0
C -0.128226 -0.173646 1.765288 -0.221 -0.129 0.070
C 0.514338 0.294350 0.490971 0.184 -0.421 -0.029
C 0.610704 -0.683178 -0.778421 0.617 0.184 -0.219
C -0.815111 -0.287038 -1.223649 -0.141 0.052 0.049
C -0.072763 0.966132 -0.769865 -0.175 0.617 -0.051
O 1.133356 0.501687 -1.463537 -0.219 0.240 -1.155
H -1.091087 -0.661899 1.605140 -0.006 0.038 0.094
H 0.566163 -0.909237 2.193440 -0.280 0.109 0.064
H -0.239203 0.633980 2.494526 -0.090 -0.066 -0.120
H 1.419369 0.878793 0.730461 0.086 -0.839 -0.259
H 1.101388 -1.615753 -1.114979 -0.032 0.304 0.976
H -1.691397 -0.627019 -0.661727 0.270 0.049 0.062
H -0.986021 -0.326778 -2.304648 0.127 -0.102 0.229
H -0.321511 2.009607 -0.963000 -0.121 -0.035 0.290



(2)
137
Properties=species:S:1:pos:R:3:forces:R:3 method="wB97M-V/def2-TZVPD" lumo_energy_ev=-0.2 gap_ev=9.24 de_lowest_kj_mol=0.0 total_charge=0
C 4.482277 17.138915 13.960370 -0.906 2.092 -0.455
O 4.037414 18.287419 14.039166 0.417 -1.474 0.246
N 5.270581 16.783120 12.858663 -0.354 -1.501 1.811
N 4.234821 16.138717 14.891253 1.383 -0.156 -1.640
H 5.393776 15.795646 12.720880 0.053 0.048 -0.325
H 5.504147 17.395186 12.108998 -0.253 0.548 -0.011
H 3.575189 16.157118 15.635031 -0.295 0.642 0.126
H 4.805213 15.317164 14.801739 -0.185 -0.158 0.242
C 4.093882 19.580687 3.566406 -0.850 0.093 1.178
O 3.395032 18.538429 3.420460 1.500 2.162 -0.351
N 4.059053 20.666464 2.676966 -0.081 -1.797 0.714
N 4.830757 19.780661 4.740291 -1.135 -0.697 -1.537
H 3.676239 20.496611 1.764512 -0.032 -0.075 0.033
H 4.636417 21.473114 2.796359 0.273 0.037 0.169
H 4.561888 19.147247 5.484064 0.164 0.071 0.060
H 5.318703 20.634873 4.984386 -0.034 -0.106 -0.242
C 7.775163 16.843352 10.058969 0.909 -0.457 -1.091
O 8.403428 17.730987 9.447447 -1.330 -1.046 1.239
N 8.128598 16.419050 11.329277 -0.402 0.755 -1.836
N 6.753632 16.100627 9.457574 0.759 1.093 0.771
H 8.849390 16.944689 11.780128 0.025 -0.032 0.346
H 7.552520 15.753451 11.787135 0.011 -0.188 0.596
H 6.386060 15.249883 9.834380 0.050 -0.120 0.168
H 6.534234 16.289480 8.499917 0.131 0.080 -0.227
C 9.178153 19.313376 6.252713 -0.133 -0.122 -0.539
O 9.333439 19.699357 5.078651 -0.400 -0.541 1.735
N 8.001271 19.457775 6.967756 1.395 0.095 -0.690
N 10.148180 18.632400 6.989103 -0.695 0.750 -0.918
H 7.172253 19.606927 6.419050 -0.186 0.164 0.360
H 8.018605 19.204340 7.945209 -0.462 -0.396 -0.315
H 10.059398 18.781248 7.979778 0.424 -0.438 0.170
H 11.052043 18.612808 6.549659 0.155 0.195 0.280
C 6.630329 22.414982 12.005717 0.555 -0.305 -0.295
C 5.365133 21.936931 12.687543 1.032 0.139 1.038
O 4.959488 22.912174 13.644153 -0.815 0.158 -0.223
H 6.493029 23.162163 11.219715 -0.317 -0.190 -0.117
H 7.170239 21.553903 11.599573 -0.031 0.155 -0.265
H 7.309082 22.885809 12.719685 -0.143 -0.167 0.236
H 5.604524 21.097154 13.343116 0.036 -0.240 -0.298
H 4.609517 21.570067 11.987280 -0.292 0.497 0.022
H 4.990727 23.791517 13.252995 -0.072 -0.079 -0.109
C 6.076867 15.709588 5.593460 0.524 -0.588 -1.329
C 4.902520 14.768637 5.838878 0.328 0.049 1.048
C 5.346239 13.376875 6.231822 0.918 -0.651 0.070
O 4.106319 15.309872 6.919037 -0.173 0.042 -0.942
H 5.794490 16.712252 5.267831 -0.307 -0.091 -0.053
H 6.612116 15.232852 4.757026 0.144 0.475 0.034
H 6.837432 15.837957 6.366092 -0.298 -0.351 0.460
H 4.379995 14.606868 4.887534 -0.505 0.697 0.247
H 6.068397 12.999773 5.496546 0.077 0.257 0.073
H 4.590473 12.590265 6.234976 -0.466 0.467 0.153
H 5.854065 13.356937 7.202930 -0.093 0.120 -0.045
H 3.657283 16.094253 6.541439 -0.335 -0.321 0.157
C 0.281563 16.890165 6.868291 0.221 1.233 -1.247
C 0.718018 16.901126 5.416493 0.041 1.323 -0.897
C 0.030723 18.034900 4.630167 -1.204 0.426 0.442
O 2.126101 17.144420 5.446328 -0.137 -0.393 -0.462
H 0.974714 16.354980 7.512638 -0.175 -0.330 -0.329
H -0.771891 16.641722 7.006775 0.349 -0.264 -0.613
H 0.357758 17.944210 7.166513 0.120 -0.254 0.123
H 0.385037 16.046499 4.808386 0.840 -0.670 0.623
H 0.577464 18.476108 3.796773 0.354 -0.395 0.019
H -0.272436 18.879992 5.261920 0.319 -0.037 0.100
H -0.916388 17.654206 4.226370 0.107 0.028 -0.074
H 2.381244 17.627944 4.628771 0.242 -0.264 0.406
C 1.077993 20.925059 13.223100 0.936 -0.382 0.272
C 1.362591 22.148773 12.365659 -2.860 1.874 -0.697
C 1.581763 21.897909 10.871321 0.686 -0.118 0.936
O 0.054405 22.951322 12.329905 1.079 -0.933 0.270
H 1.952276 20.522005 13.747056 0.187 0.214 -0.262
H 0.701166 20.087653 12.633126 -0.288 0.202 -0.043
H 0.385765 21.161329 14.037645 -0.075 0.015 -0.203
H 2.047091 22.894200 12.789399 0.335 -0.716 -0.013
H 0.803877 21.225399 10.510677 0.325 -0.397 0.020
H 2.609975 21.521404 10.792563 -0.336 -0.258 -0.566
H 1.477691 22.790705 10.257298 0.176 0.290 0.354
H -0.418616 22.654645 13.113684 -0.144 0.271 -0.076
C 0.645084 13.973510 8.803620 0.452 -1.956 0.617
C -0.025423 14.806131 9.876830 -0.183 0.131 -0.207
C -0.972184 15.871276 9.349907 0.560 0.459 0.216
O -0.743776 14.009164 10.830488 -0.276 0.470 0.066
H 1.243709 13.215808 9.346575 0.262 0.395 -0.085
H 1.337422 14.468667 8.125257 -0.204 0.236 0.126
H 0.001258 13.284045 8.241955 -0.472 0.716 -0.165
H 0.769513 15.349329 10.410371 0.003 -0.217 0.014
H -1.954452 15.490257 9.080016 -0.088 -0.133 0.157
H -0.537159 16.346787 8.469629 -0.447 -0.593 1.316
H -1.029890 16.673848 10.086497 -0.523 -0.140 0.180
H -0.521138 13.078102 10.834074 0.431 -0.040 -0.330
C 2.266658 22.516492 5.228201 -0.731 -0.523 0.397
C 1.053795 22.487015 6.147980 -0.760 0.431 1.620
C 0.808354 23.839682 6.846355 -0.569 0.799 -0.329
O -0.096437 21.999112 5.455282 0.516 0.228 -0.859
H 2.636633 21.490923 5.187386 0.206 0.149 -0.584
H 3.045989 23.167104 5.605123 -0.011 0.039 0.209
H 1.950726 22.908863 4.261473 0.044 -0.279 -0.124
H 1.191886 21.858836 7.046973 0.434 -0.446 -0.588
H 1.402295 23.924034 7.759980 0.054 -0.091 -0.065
H -0.244236 23.962403 7.122143 0.080 -0.356 0.135
H 1.012029 24.744761 6.258119 0.209 -0.333 -0.264
H -0.712064 21.491518 5.999416 0.277 0.435 0.485
C 5.212646 19.951171 8.897394 0.023 -1.795 0.430
C 4.393912 18.652009 8.837480 -0.652 0.179 -1.240
C 2.926354 19.000708 9.033011 -0.187 -0.414 0.584
O 4.491331 18.079237 7.496532 0.292 0.683 0.298
H 5.233583 20.270811 9.941247 -0.064 0.437 -0.159
H 4.761812 20.659317 8.216173 0.145 0.308 0.039
H 6.216245 19.659181 8.612294 0.187 0.495 -0.089
H 4.755845 17.901042 9.549691 -0.138 0.241 0.050
H 2.542534 19.638995 8.234012 0.311 0.142 -0.013
H 2.808529 19.505903 9.994313 -0.112 0.043 -0.104
H 2.273580 18.128357 9.040777 0.134 -0.218 0.028
H 4.927451 17.221310 7.482265 -0.112 -0.042 0.305
C -1.915929 19.025265 8.400070 -0.616 -0.046 -0.021
C -2.752337 19.859633 7.442342 -0.249 1.065 1.420
C -4.188902 19.905438 7.959932 -0.259 0.276 -0.876
O -2.245385 21.229428 7.413729 -0.216 -0.878 -0.254
H -2.062612 19.347622 9.437440 -0.021 0.265 -0.150
H -0.850633 19.080118 8.186950 -0.152 -0.299 -0.105
H -2.356538 18.023341 8.368394 0.657 -0.174 -0.052
H -2.769431 19.456119 6.430878 0.380 0.225 -0.103
H -4.761371 20.643953 7.390957 0.052 -0.115 -0.136
H -4.259279 20.233077 8.999069 0.175 -0.364 0.120
H -4.660475 18.937775 7.788708 -0.123 -0.026 0.395
H -2.547535 21.603614 8.251689 0.263 0.212 -0.173
C 7.737726 23.663479 6.502546 0.454 0.297 0.193
C 6.760779 22.509487 6.700366 0.212 1.261 -0.166
C 5.366141 23.087517 6.845884 -0.004 -0.397 1.207
O 6.779931 21.638169 5.591214 0.423 -0.067 -0.427
H 8.700932 23.346351 6.092618 -0.051 -0.187 0.088
H 7.943430 24.130224 7.470473 -0.008 0.013 -0.061
H 7.360917 24.449012 5.843999 -0.171 -0.170 -0.075
H 7.065929 21.995092 7.617461 -0.190 -0.298 -0.059
H 5.341337 23.695011 7.757410 0.122 0.198 -0.164
H 4.637895 22.308322 7.066862 -0.145 -0.055 -0.481
H 5.058802 23.708883 6.011294 0.084 -0.117 -0.197
H 7.710782 21.434535 5.365735 -0.495 -0.118 -0.002



(3)
120
Properties=species:S:1:pos:R:3:forces:R:3 method="wB97M-V/def2-TZVPD" lumo_energy_ev="-6.0 / -6.9" gap_ev="7.24 / 6.54" de_lowest_kj_mol=313.0 total_charge=+2
Pb 0.256854 0.238668 -0.192462 -0.144 0.571 0.742
C 3.340654 2.287668 4.073338 -0.233 0.101 -0.062
C 2.363154 2.636168 2.949638 0.197 -0.020 0.046
C 3.089654 2.737168 1.602638 -0.171 0.062 0.086
C 1.225654 1.656568 2.830238 -0.147 0.053 0.002
C -0.055546 2.100368 2.540938 0.003 -0.332 0.030
C -1.135546 1.234168 2.336638 0.084 0.002 0.153
C -2.434446 1.962568 2.025938 -0.132 0.031 -0.428
C -3.739846 1.171968 2.068138 0.096 0.303 0.028
C -2.284046 2.672168 0.665438 -0.105 0.506 0.583
C -0.922346 -0.161032 2.431338 0.185 0.310 0.131
C 0.349554 -0.614232 2.870338 -0.056 -0.007 -0.159
C 1.396754 0.290368 3.011238 -0.096 0.042 -0.080
C 0.565554 -2.027832 3.357738 0.151 -0.198 0.077
C 0.485754 -2.042032 4.890738 -0.215 -0.073 -0.176
C 1.911954 -2.627332 2.943038 -0.254 0.036 -0.046
C -2.017446 -1.175732 2.355938 -0.292 -0.176 0.126
C -2.682546 -1.386432 3.565538 0.026 -0.102 -0.032
C -3.689046 -2.321832 3.703738 0.072 0.057 -0.049
C -4.070046 -3.071232 2.603038 -0.073 -0.015 -0.018
C -3.439946 -2.868132 1.391538 0.048 0.034 0.045
C -2.401146 -1.942232 1.240738 0.176 0.161 -0.212
P -1.693746 -1.783932 -0.456662 -0.601 -0.990 -0.144
C -0.819846 -3.452632 -0.802162 0.000 0.288 0.075
C 0.389954 -3.458832 0.128538 -0.176 0.291 -0.001
C -0.301746 -3.465732 -2.240662 -0.127 0.167 0.049
C -1.629846 -4.706432 -0.474562 -0.071 0.145 0.002
C -3.180246 -1.565832 -1.683162 0.308 0.078 0.163
C -3.767246 -2.873132 -2.220862 0.154 -0.055 0.052
C -4.340746 -0.800032 -1.040962 0.120 -0.141 0.136
C -2.612946 -0.759632 -2.855862 0.035 -0.097 0.053
H 4.029754 3.114068 4.222538 0.100 0.044 0.036
H 3.929954 1.402268 3.844738 0.066 -0.109 -0.046
H 2.804954 2.117668 5.005538 0.040 -0.015 0.099
H 1.933454 3.617968 3.170938 -0.029 -0.053 -0.014
H 3.476954 1.762268 1.298538 0.048 -0.033 -0.002
H 3.920954 3.431968 1.686838 0.119 0.053 -0.077
H 2.414454 3.103068 0.826538 0.008 0.010 -0.082
H -0.232846 3.165768 2.511438 -0.026 0.157 -0.071
H -2.519046 2.762368 2.769238 0.037 0.011 -0.061
H -3.731146 0.335368 1.377438 -0.134 -0.090 0.008
H -4.569446 1.829468 1.809638 -0.038 0.065 -0.028
H -3.924446 0.786968 3.066238 -0.070 -0.071 -0.021
H -2.840246 1.174268 -0.431562 0.106 0.099 -0.104
H -1.418546 3.337668 0.653838 -0.074 -0.004 0.032
H -3.181846 3.268968 0.472338 0.054 -0.042 -0.006
H 2.348654 -0.077932 3.351938 0.196 -0.075 0.058
H -0.243446 -2.660932 2.984938 0.097 0.059 0.026
H 1.256054 -1.409832 5.323738 0.106 0.099 0.049
H 0.636254 -3.058732 5.245838 -0.006 -0.069 0.104
H -0.483046 -1.693732 5.238038 -0.049 0.013 0.124
H 2.716554 -2.228532 3.553038 0.169 0.081 0.029
H 2.137554 -2.438232 1.895938 0.112 -0.020 -0.064
H 1.892654 -3.701732 3.105638 0.040 -0.125 -0.004
H -2.394346 -0.780632 4.411838 0.010 0.035 0.109
H -4.176946 -2.454832 4.657438 -0.041 -0.023 0.067
H -4.860546 -3.800832 2.684038 -0.078 -0.071 -0.004
H -3.764046 -3.437832 0.536838 -0.050 -0.095 -0.052
H 1.057654 -2.619432 -0.088862 0.120 -0.056 0.041
H 0.950354 -4.381332 -0.008162 0.107 -0.073 -0.045
H 0.070654 -3.412332 1.164438 0.055 0.000 0.122
H 0.265554 -2.554832 -2.452162 0.051 -0.019 -0.097
H -1.088746 -3.570632 -2.980762 -0.032 0.034 -0.083
H 0.368554 -4.314932 -2.361062 0.092 -0.067 -0.008
H -1.887446 -4.734232 0.581438 -0.010 -0.076 0.044
H -1.007546 -5.575032 -0.680662 0.116 -0.087 -0.036
H -2.533346 -4.813632 -1.061462 -0.106 -0.011 -0.056
H -4.297046 -3.427532 -1.452062 -0.043 -0.106 0.036
H -3.032246 -3.517732 -2.688062 0.032 -0.070 0.005
H -4.498146 -2.622532 -2.988562 -0.067 0.093 -0.052
H -4.569046 -1.157632 -0.039862 -0.065 0.076 0.015
H -5.234846 -0.955732 -1.642562 -0.034 0.077 -0.111
H -4.180046 0.274168 -1.015762 -0.057 0.200 0.038
H -1.879146 -1.334832 -3.417162 0.097 -0.011 -0.065
H -2.138646 0.160668 -2.514562 0.020 0.140 -0.024
H -3.421746 -0.499532 -3.536462 -0.086 0.034 -0.096
C 1.765754 0.507368 -4.744962 0.453 0.127 0.434
Si 3.316554 0.582968 -3.649862 0.151 -0.009 -0.217
C 4.679154 -0.526732 -4.378762 -0.530 0.340 0.425
C 3.912654 2.344668 -3.227662 -0.294 -0.682 -0.161
As 2.685354 -0.390832 -1.508262 1.204 -0.211 -0.555
Si 4.855854 -0.898532 -0.483162 0.382 -0.227 0.393
C 4.675454 -0.848832 1.415338 -0.119 -0.013 -0.656
C 5.172254 -2.684932 -1.063262 -0.200 0.745 0.035
C 6.198354 0.364168 -0.970262 -0.669 -0.466 -0.105
H 2.011254 0.726168 -5.779262 0.163 0.030 -0.199
H 1.017054 1.224468 -4.425162 -0.051 0.074 0.048
H 1.313854 -0.481832 -4.717262 0.018 -0.156 0.024
H 4.961554 -0.170432 -5.364262 -0.001 0.143 -0.217
H 4.330254 -1.551232 -4.488662 -0.096 -0.096 -0.017
H 5.577154 -0.543032 -3.769662 0.089 0.018 0.092
H 4.148154 2.901868 -4.129362 0.013 0.035 -0.254
H 4.812954 2.322468 -2.621162 0.108 -0.090 0.091
H 3.156954 2.905668 -2.683662 -0.148 0.029 0.079
H 3.675254 -0.559732 1.721438 -0.106 0.026 0.045
H 5.378754 -0.147332 1.848938 0.155 0.245 0.011
H 4.889454 -1.819532 1.850038 0.001 -0.255 -0.002
H 4.369754 -3.343932 -0.736962 -0.112 -0.009 0.068
H 6.101054 -3.068432 -0.650962 0.195 0.034 0.122
H 5.237654 -2.747532 -2.145762 0.018 -0.007 -0.166
H 5.900354 1.379668 -0.719062 -0.091 0.085 0.067
H 6.446254 0.331168 -2.026462 0.019 0.032 -0.123
H 7.110554 0.150168 -0.419462 0.088 -0.161 0.174
F -5.568846 3.052868 -2.052162 0.137 0.265 0.083
C -4.494546 3.848568 -1.956562 0.128 -0.539 -0.409
C -3.379046 3.543968 -2.640062 -1.008 -0.034 0.436
N -2.248446 4.304068 -2.538162 0.338 0.330 -0.024
C -1.001746 3.798468 -3.064362 -0.271 0.716 -0.192
C -0.415146 2.829668 -2.089862 1.528 -2.202 -0.480
O 0.150054 1.776468 -2.310262 -1.167 2.059 0.315
O -2.071446 1.765068 -0.407762 -0.306 -0.737 -0.104
C -2.189946 5.425268 -1.710862 -0.018 -0.256 -0.174
O -1.165046 6.035868 -1.552462 0.373 0.260 0.105
N -3.373046 5.738768 -1.097562 -0.092 0.382 0.167
C -4.566546 5.010468 -1.065262 0.148 -0.143 -0.102
O -5.478046 5.323868 -0.352262 -0.166 -0.064 -0.035
H -3.328946 2.683168 -3.287962 -0.073 -0.100 -0.069
H -0.303846 4.648368 -3.111362 -0.068 -0.233 -0.085
H -1.161846 3.376768 -4.066362 0.171 -0.081 0.259
H -3.363446 6.587468 -0.539462 0.039 -0.139 -0.031